# 1
Here is C4H7BiO as an isolated structure from the OMol25 dataset. Energies are from wB97M-V/def2-TZVPD.

Element x y z (Å)
C1 1.0562 -0.7888 -0.7437
C2 0.0167 0.2168 -0.3077
C3 -1.2065 -0.2633 0.3629
O1 -2.1432 0.5670 0.7508
Bi1 -2.8040 2.4086 0.5386
H1 0.9120 -1.8096 -0.3781
H2 -0.1680 1.0404 -1.0035
H3 1.3983 -0.6919 -1.7749
H4 -0.6015 -0.7524 1.2578
C4 1.5227 0.2192 0.2488
H5 1.5978 -0.0687 1.2982
H6 2.1499 1.0461 -0.0822
H7 -1.7304 -1.1235 -0.1669

Cartesian forces, eV/Å:
1.151 0.190 1.483
-3.412 0.317 -2.934
4.217 -5.018 0.525
-2.550 4.511 0.668
-0.488 -0.590 0.482
-0.174 0.237 0.141
0.425 0.563 0.271
-0.136 0.434 -0.089
-1.932 0.287 -0.538
2.682 -1.769 -0.385
-0.236 0.182 -0.004
-0.433 0.211 0.029
0.885 0.447 0.349

Output
expectation value of S² = 0.755
charge = +3
E_tot = -444.926259 a.u.
frontier orbital gap (alpha / beta) = 6.4 / 7.0 eV
highest occupied orbital energy (alpha / beta) = -24.2 / -24.8 eV
multiplicity = 2

---

# 2
Here is C4H7Br6Ca2F2O6PRb2 as an isolated structure from the OMol25 dataset. Energies are from wB97M-V/def2-TZVPD.

Element x y z (Å)
Rb1 -2.1895 1.6032 2.3185
Rb2 2.2892 3.9369 -3.1388
Ca1 0.3729 0.2892 -3.4213
Ca2 -2.0750 2.0367 -1.4988
O1 -2.8827 3.3095 0.0555
H1 -3.7148 3.7962 0.2148
O2 -0.3491 2.3295 -2.9266
H2 -0.8387 2.9321 -3.5195
O3 1.4334 0.8849 -1.5192
P1 1.1040 1.7104 -0.2618
O4 -0.3451 2.0251 0.1143
F1 1.9497 3.0733 -0.5158
F2 1.8942 1.0245 0.9948
C1 -2.9025 -2.1094 -1.5803
C2 -2.2156 -0.8540 -1.2000
O5 -2.6628 -0.0159 -0.3632
O6 -1.1180 -0.5364 -1.7979
H3 -3.4905 -2.4310 -0.7207
H4 -2.1653 -2.9093 -1.6494
H5 -3.6389 -2.1119 -2.3839
C3 3.9152 -1.7707 -0.1269
Br1 2.2955 -2.8642 0.0527
Br2 5.3040 -2.5557 -1.3632
Br3 4.7023 -1.5369 1.6386
H6 3.6366 -0.8097 -0.5593
C4 0.2756 -1.8760 4.5882
Br4 1.8886 -2.1054 5.8189
Br5 0.7151 -0.7895 3.0276
Br6 -1.1144 -0.8291 5.4879
H7 -0.0735 -2.8461 4.2345

Cartesian forces, eV/Å:
-0.091 0.033 -0.141
0.060 0.230 0.157
-0.584 -0.554 2.047
-0.694 -0.139 2.231
-0.719 -0.081 -0.380
0.813 -0.362 -0.198
-0.253 0.593 -1.710
0.484 -0.233 0.061
-0.027 1.005 1.503
-0.431 -1.202 0.113
3.494 -0.581 -0.673
-0.831 -1.266 0.847
-1.316 1.686 -2.403
-0.364 -1.364 1.662
0.200 2.182 0.161
-0.342 -0.988 -0.714
0.432 0.203 -1.646
-0.196 0.194 0.143
0.027 0.097 -0.702
0.531 0.442 -0.333
0.703 -0.665 0.042
0.633 0.403 -0.446
-1.206 0.484 0.754
-0.279 0.133 -0.651
0.057 -0.278 0.259
0.882 1.009 0.777
-1.586 0.109 -1.300
0.348 -0.532 0.079
0.214 -0.799 0.085
0.040 0.240 0.378

Output
charge = +2
E_tot = -17996.576488 a.u.
frontier orbital gap = 7.0 eV
highest occupied orbital energy = -14.1 eV
relative energy (zero: lowest compared OMol25 entry of this formula, charge and spin) = 0.00 kJ/mol

---

# 3
Here is a single C4H7BrO molecule from the OMol25 dataset. Energies are from wB97M-V/def2-TZVPD.

Element x y z (Å)
C1 -0.7993 0.5496 1.5499
C2 0.1617 0.6154 0.3377
C3 -0.0793 -0.3968 -0.7322
Br1 -1.6340 -1.3986 -0.8597
C4 0.9749 -0.5734 -1.8062
O1 2.0844 -0.0009 -1.6956
H1 -0.3988 1.1117 2.4959
H2 -1.1155 -0.5494 1.8413
H3 -1.8621 1.0914 1.4061
H4 1.2092 0.3276 0.5802
H5 0.0649 1.5464 -0.0594
H6 0.7102 -1.1971 -0.3456
H7 0.6837 -1.1259 -2.7124

Cartesian forces, eV/Å:
-2.144 -0.119 1.931
-0.196 -1.943 1.869
3.696 -2.991 0.228
-1.424 -0.292 -0.557
1.608 3.819 -0.495
-2.657 -1.724 -0.477
-0.368 -1.277 -1.816
0.954 2.171 -0.408
2.450 -1.176 -0.262
-0.639 1.297 0.463
0.303 2.879 -1.123
-1.748 -0.147 0.336
0.165 -0.498 0.311

Output
charge = 0
E_tot = -2805.771677 a.u.
frontier orbital gap = 10.2 eV
highest occupied orbital energy = -9.6 eV
structure (SMILES) = CC[C@@H](Br)C=O
relative energy (zero: lowest compared OMol25 entry of this formula, charge and spin) = 220.89 kJ/mol

---

# 4
Here is a 2-piece molecular cluster, C4H7BrO3 overall from the OMol25 dataset. Energies are from wB97M-V/def2-TZVPD.

Element x y z (Å)
C1 -2.2502 -0.2596 0.3410
C2 -1.0417 -1.0004 0.9394
C3 -0.0759 -0.4548 1.6688
Br1 0.1553 1.4024 2.1780
H1 -1.9247 0.8131 0.2697
H2 -2.5490 -0.5717 -0.6204
H3 -3.1949 -0.1980 0.8912
H4 -0.8657 -2.0050 0.6800
H5 0.5707 -1.0653 2.1637
O1 3.1550 0.4368 -0.9247
C4 2.0069 0.5117 -1.2598
O2 1.1569 1.4024 -0.9255
O3 1.3639 -0.2532 -2.1331
H6 1.6468 2.2160 -0.6730
H7 1.8466 -0.9743 -2.5954

Cartesian forces, eV/Å:
1.399 1.781 1.006
-1.227 2.204 -0.258
-1.940 1.595 -0.705
-0.433 -0.909 -0.142
-0.372 -0.830 -0.164
0.096 -0.622 -1.263
0.439 -0.526 0.622
-0.149 -1.343 0.011
2.207 -1.304 1.003
0.367 -0.208 0.106
1.819 -1.653 -1.410
-1.401 3.517 1.094
-0.508 -1.798 -1.310
-0.467 -0.798 0.340
0.170 0.894 1.072

Output
charge = 0
E_tot = -2956.326900 a.u.
frontier orbital gap = 9.9 eV
highest occupied orbital energy = -9.4 eV
structure (SMILES) = C/C=C\Br.O=C(O)O
relative energy (zero: lowest compared OMol25 entry of this formula, charge and spin) = 75.15 kJ/mol

---

# 5
Here is a 2-piece molecular cluster, C4H7BrSi overall from the OMol25 dataset. Energies are from wB97M-V/def2-TZVPD.

Element x y z (Å)
C1 -1.8779 -2.9372 -0.0235
C2 -0.9080 -2.2070 -0.0842
C3 0.2910 0.8545 1.6860
C4 0.3255 1.0276 -1.6366
Si1 0.9701 0.4978 0.0690
Br1 3.1078 0.3393 0.0746
H1 -2.6702 -3.5783 -0.2752
H2 -0.7913 0.9285 1.6870
H3 0.4429 0.0715 2.3610
H4 0.7553 1.7488 2.0712
H5 0.1327 2.0608 -1.7018
H6 0.8919 0.6559 -2.4462
H7 -0.6698 0.5380 -1.7813

Cartesian forces, eV/Å:
0.388 0.289 -0.458
1.405 1.801 0.360
-0.952 0.960 -0.238
-1.663 -1.734 1.623
-1.550 -1.528 -2.076
0.485 -0.206 0.067
-0.570 -0.479 0.187
-0.215 0.356 -0.372
0.747 -1.407 0.969
0.085 0.456 0.242
0.133 1.470 -0.071
1.087 -0.205 -0.688
0.619 0.227 0.455

Output
charge = 0
E_tot = -3019.970095 a.u.
frontier orbital gap = 7.1 eV
highest occupied orbital energy = -8.2 eV
relative energy (zero: lowest compared OMol25 entry of this formula, charge and spin) = 352.63 kJ/mol

---

# 6
Here is a single C4H7Cl molecule from the OMol25 dataset. Energies are from wB97M-V/def2-TZVPD.

Element x y z (Å)
C1 -0.9839 -0.9214 -1.0621
C2 0.3579 -0.5797 -0.4979
C3 0.2407 0.6919 0.4125
C4 0.7083 0.7416 1.5881
Cl1 1.4388 2.2857 2.4038
H1 -1.0504 -0.1231 -1.5193
H2 -1.9977 -0.5192 -0.4301
H3 -1.1927 -1.6590 -1.8088
H4 0.7970 -1.3758 -0.0936
H5 1.1163 -0.2328 -1.2529
H6 -0.1416 1.6438 -0.1223
H7 0.7073 0.0478 2.3827

Cartesian forces, eV/Å:
-2.826 -3.105 4.568
-0.997 3.071 -0.109
-1.166 0.402 -4.777
1.660 2.375 4.108
-1.335 -1.161 -0.933
-1.168 7.799 -5.976
2.721 -2.354 -0.652
0.199 -0.999 0.255
1.943 -2.947 2.546
-0.998 -0.314 0.142
1.246 -1.516 0.718
0.721 -1.251 0.111

Output
charge = 0
E_tot = -616.661892 a.u.
frontier orbital gap = 10.4 eV
highest occupied orbital energy = -9.6 eV
structure (SMILES) = CC/C=C/Cl
relative energy (zero: lowest compared OMol25 entry of this formula, charge and spin) = 303.61 kJ/mol

---

Question: Number 3 is which compound?
Answer: C4H7BrO

---

Question: Look up the charge of the third one.
Answer: 0

---

Question: What is the E_tot in the sixth record?
Answer: -616.661892 a.u.

---

Question: Look up the charge of the first one.
Answer: +3